i:
61
Properties=species:S:1:pos:R:3 method="wB97M-V/def2-TZVPD" homo_lumo_gap_ev=3.20 lumo_ha=-0.4900 charge=+3
Al 0.1395 0.4049 -0.7523
C -3.7139 3.1202 0.5613
S -3.4429 2.5723 -1.2068
O -1.9966 2.0872 -1.2658
C -3.3489 4.3151 -1.9561
H -4.4158 3.9325 0.7503
H -2.8359 3.6890 0.8675
H -3.9816 2.3854 1.3205
H -3.2684 4.2775 -3.0425
H -2.5525 4.8601 -1.4494
H -4.3076 4.7683 -1.7042
C 2.8813 -3.7591 0.4213
S 1.0388 -3.6383 1.0579
O 0.8047 -2.1868 0.5460
C 0.2881 -4.9128 -0.1187
H 3.2629 -4.7080 0.7982
H 3.3088 -2.8808 0.9051
H 2.8400 -3.6173 -0.6586
H 0.8259 -5.8339 0.1061
H 0.4883 -4.6914 -1.1670
H -0.7783 -4.8795 0.1041
C 5.0025 1.9721 -0.7006
S 4.1975 1.1535 0.7914
O 2.7689 0.6639 0.3783
C 5.3330 -0.3669 0.8647
H 6.0538 2.1889 -0.5117
H 4.3656 2.7608 -1.1010
H 4.8416 1.2685 -1.5174
H 6.3768 -0.1387 1.0803
H 5.1882 -1.0630 0.0385
H 5.0465 -0.9113 1.7644
C 1.8349 1.4009 3.7815
S 0.8794 -0.1535 3.5677
O 0.5024 -0.1003 2.0885
C 2.2424 -1.3581 3.6787
H 1.3973 2.2278 3.2221
H 2.9107 1.3599 3.6112
H 1.7128 1.7612 4.8029
H 1.7415 -2.3136 3.5234
H 2.7533 -1.3265 4.6410
H 2.9116 -1.0643 2.8701
C -2.2900 -2.3665 2.0306
S -2.5162 -0.5038 2.2854
O -2.0737 0.0859 0.9416
C -4.3147 -0.5887 2.5221
H -3.1278 -2.8130 2.5663
H -1.3058 -2.7466 2.3043
H -2.3447 -2.5578 0.9589
H -4.6579 0.4231 2.3058
H -4.5907 -0.8123 3.5526
H -4.9127 -1.3570 2.0321
C -1.0867 2.0663 -5.8336
S -0.8791 0.5424 -4.8694
O -0.7037 0.9427 -3.4078
C -2.5742 -0.0960 -5.0408
H -2.0989 2.4488 -5.7022
H -0.8863 1.9252 -6.8957
H -0.3203 2.8139 -5.6290
H -2.7430 -0.3114 -6.0959
H -3.2735 0.6206 -4.6100
H -2.5969 -0.9819 -4.4062

ii:
61
Properties=species:S:1:pos:R:3 method="wB97M-V/def2-TZVPD" homo_lumo_gap_ev=10.41 lumo_ha=-0.2681 charge=+3
Al -28.4307 1.6600 -9.7236
C -27.6441 5.3765 -9.5907
S -26.6136 4.2774 -10.5930
O -27.3568 2.9437 -10.2213
C -27.3014 4.4636 -12.2191
H -27.4838 6.3989 -9.9332
H -27.3845 5.3099 -8.5303
H -28.6838 5.0948 -9.7531
H -27.3535 3.5282 -12.7918
H -26.6038 5.1443 -12.7896
H -28.1862 5.0943 -12.3268
C -30.9477 3.6486 -11.6874
S -29.9990 2.3578 -12.5093
O -29.2517 1.6738 -11.2870
C -31.3972 1.2357 -12.5991
H -30.2461 4.4003 -11.3785
H -31.7234 3.4609 -11.0187
H -31.5495 4.0374 -12.5018
H -31.9406 1.6692 -13.4844
H -31.7250 1.4111 -11.5952
H -31.1136 0.2702 -12.6502
C -25.2001 -0.1158 -11.9644
S -26.8609 -0.6388 -11.6121
O -27.2376 0.4358 -10.5525
C -27.5456 -0.2341 -13.2183
H -24.5340 -0.0548 -11.0278
H -25.3211 0.8891 -12.5231
H -24.5989 -0.6870 -12.6296
H -27.1705 -0.8681 -13.9842
H -27.3773 0.8516 -13.4637
H -28.6415 -0.4850 -13.1477
C -25.4388 2.9265 -7.6028
S -26.4545 1.6124 -7.0755
O -27.3801 1.5582 -8.2678
C -25.3870 0.2705 -7.2770
H -24.9421 2.5939 -8.5415
H -24.8256 3.3246 -6.8194
H -26.1557 3.7649 -7.7358
H -24.7598 0.3076 -8.1980
H -25.9586 -0.7137 -7.2051
H -24.6261 0.2861 -6.5228
C -29.8377 -0.6504 -6.7875
S -29.9767 -1.0093 -8.4809
O -29.2516 0.2336 -9.1067
C -28.7875 -2.3023 -8.4153
H -28.8053 -0.2322 -6.4890
H -30.1569 -1.5412 -6.3410
H -30.4742 0.2107 -6.4876
H -27.9086 -1.9550 -7.8363
H -28.5430 -2.6581 -9.3516
H -29.1963 -3.2345 -8.0632
C -30.6647 5.0697 -8.0369
S -30.5820 3.3145 -8.0444
O -29.4971 2.7452 -8.9918
C -29.8514 3.0603 -6.4935
H -31.3714 5.4142 -7.2313
H -30.8598 5.4793 -8.9391
H -29.6709 5.5087 -7.5950
H -29.9698 2.0270 -6.1457
H -30.3892 3.8015 -5.8774
H -28.8077 3.2318 -6.4504

Relative energies with respect to the most stable structure, expressed in kcal/mol: i 226.0; ii 0.0.

i:
59
Properties=species:S:1:pos:R:3 method="wB97M-V/def2-TZVPD" homo_lumo_gap_ev=8.49 lumo_ha=-0.0038
C -3.9770 -3.1313 0.5338
H -4.1401 -2.8079 1.4468
H -3.3656 -4.0005 0.5021
H -4.8814 -3.2912 -0.1603
C -3.0789 -2.2929 -0.3807
N -3.8498 -0.9394 -0.3470
C -3.9952 -0.3709 -1.4311
O -3.4940 -0.7032 -2.7464
C -4.7125 1.1066 -1.6762
H -4.4661 1.4914 -2.5684
H -5.7853 1.0645 -1.4695
C -4.3298 2.1337 -0.5623
C -2.7284 1.7758 -0.2794
C -1.7987 1.9810 -1.1628
C -0.4820 1.7497 -1.0484
C -0.1234 1.6808 0.5196
C -0.9174 1.6472 1.4859
C -2.3394 1.8760 1.2303
H -2.9099 2.1072 1.8957
H -0.6130 1.8215 2.5629
S 1.6367 1.4860 0.6470
O 1.7079 1.1635 2.2630
O 2.4177 2.7578 0.3734
N 1.9634 0.3013 -0.1551
H 1.6407 -0.4430 -0.2097
C 3.5022 0.1487 -0.7409
C 4.3131 -0.5960 0.3935
C 5.7918 -0.3379 -0.0958
C 5.7897 -1.4203 -1.1909
C 5.0175 -0.8884 -2.3528
C 3.5406 -0.6543 -2.0173
H 2.8692 -0.3893 -2.8890
H 3.1930 -1.7242 -1.7003
H 5.0348 -1.6258 -3.3214
H 5.2946 0.0793 -2.7092
H 6.9495 -1.2199 -1.5995
H 5.5885 -2.3955 -1.2234
H 6.3725 -0.8815 1.0068
H 6.1001 0.5470 -0.2820
H 4.0937 0.3744 1.3569
H 4.0267 -1.4813 0.8454
H 3.5918 1.2180 -0.7402
H 0.1649 1.6547 -1.6760
H -2.1981 1.7857 -2.1992
H -4.5822 3.1204 -0.8307
H -4.6280 1.7662 0.4434
H -4.0621 -0.5092 0.4722
C -1.6900 -2.1111 0.5979
C -0.6101 -2.4014 -0.0371
C 0.3985 -2.3588 0.8600
C 0.5563 -1.7622 2.0045
C -0.6201 -1.2259 2.4924
C -1.6242 -1.2900 1.7071
H -2.6581 -1.0251 2.3132
H -0.5312 -0.8590 3.6272
H 1.4789 -1.6486 2.8432
H 1.4100 -2.9389 0.3568
H -0.7117 -2.9653 -0.8479
H -2.8386 -2.3571 -1.2211

ii:
59
Properties=species:S:1:pos:R:3 method="wB97M-V/def2-TZVPD" homo_lumo_gap_ev=9.71 lumo_ha=0.0200
C -5.0467 -2.0202 0.1525
C -4.0207 -1.0402 -0.4098
N -3.7362 -0.0114 0.5790
C -3.9530 1.3014 0.3547
O -4.4525 1.7200 -0.6686
C -3.5400 2.2176 1.4990
C -2.8604 3.4790 0.9464
C -1.5205 3.1403 0.3576
C -1.3997 2.8271 -0.9930
C -0.1693 2.4814 -1.5262
C 0.9419 2.4592 -0.7070
S 2.5293 2.0282 -1.3963
O 3.5569 2.6482 -0.6059
O 2.5149 2.2500 -2.8128
N 2.5380 0.3637 -1.1865
C 3.1468 -0.1500 0.0278
C 2.5698 -1.5258 0.3642
C 3.1716 -2.0514 1.6642
C 4.6920 -2.1270 1.5599
C 5.2702 -0.7547 1.2276
C 4.6717 -0.2189 -0.0697
C 0.8464 2.7753 0.6336
C -0.3875 3.1075 1.1647
C -2.7191 -1.6700 -0.8649
C -2.5289 -3.0407 -0.9686
C -1.3132 -3.5488 -1.3974
C -0.2730 -2.6976 -1.7232
C -0.4512 -1.3271 -1.6227
C -1.6657 -0.8231 -1.1983
H -5.9146 -1.4678 0.5054
H -4.6293 -2.5824 0.9857
H -5.3745 -2.7125 -0.6173
H -4.4642 -0.5016 -1.2576
H -3.2876 -0.3134 1.4289
H -4.4484 2.5056 2.0336
H -2.8759 1.6991 2.1922
H -3.5089 3.9010 0.1777
H -2.7414 4.2062 1.7511
H -2.2768 2.8557 -1.6225
H -0.0491 2.2458 -2.5715
H 2.8762 -0.0864 -2.0246
H 2.8709 0.5612 0.8122
H 1.4838 -1.4566 0.4438
H 2.8020 -2.2144 -0.4509
H 2.7616 -3.0392 1.8844
H 2.8984 -1.3843 2.4847
H 5.1113 -2.4900 2.5004
H 4.9660 -2.8364 0.7758
H 6.3555 -0.8200 1.1317
H 5.0474 -0.0599 2.0399
H 5.0541 0.7804 -0.2816
H 4.9445 -0.8765 -0.9002
H 1.7409 2.7826 1.2361
H -0.4709 3.3604 2.2120
H -3.3240 -3.7266 -0.7228
H -1.1818 -4.6183 -1.4760
H 0.6718 -3.0997 -2.0571
H 0.3539 -0.6495 -1.8656
H -1.8029 0.2458 -1.1284

Relative energies with respect to the most stable structure, expressed in kcal/mol: i 530.1; ii 0.0.

i:
12
Properties=species:S:1:pos:R:3 method="wB97M-V/def2-TZVPD" homo_lumo_gap_ev=10.22 lumo_ha=-0.1352 charge=+1
N -2.4882 -0.1563 0.0786
N -1.2365 0.5412 -0.0671
C -0.0502 -0.1017 -0.0359
F 0.0270 -1.3705 -0.2056
N 1.1666 0.4926 0.0122
N 2.3891 -0.1824 0.1548
H -2.5035 -0.9601 0.7859
H -2.7501 -0.4380 -0.8298
H -1.2583 1.6706 0.1913
H 1.2105 1.4801 0.2551
H 3.2134 0.2641 -0.3317
H 2.2803 -1.2395 -0.0079

ii:
12
Properties=species:S:1:pos:R:3 method="wB97M-V/def2-TZVPD" homo_lumo_gap_ev="8.79 / 6.47" lumo_ha="-0.1806 / -0.2269" charge=+1
C 0.5974 -0.8998 -0.4107
N 2.1961 0.2354 0.6053
N 1.4650 0.1198 -0.3476
N -1.4314 0.3942 0.1705
N -2.4642 -0.3147 -0.0291
F 0.7158 -1.7677 0.5872
H 0.2080 -1.1899 -1.3305
H 2.8686 1.0475 0.7723
H -1.2929 0.8403 1.0810
H 1.3855 0.6288 -1.3553
H -2.7010 -0.5292 -1.0345
H -2.7761 -1.0537 0.6929

Relative energies with respect to the most stable structure, expressed in kcal/mol: i 0.0; ii 78.0.